Entry 1:
Computed, not measured: a cluster of 5 separate species, C28H28F7OS in total, with wB97M-V/def2-TZVPD.

Structure (ORCA input):
```
! RIJCOSX wB97M-V def2-TZVPD def2/J DEFGRID3
* xyz 1 1
C -2.447 0.787 -3.111
C 2.906 -5.919 -5.130
C -5.281 4.104 4.289
H 3.491 -5.396 -5.879
F 1.911 -0.106 -0.817
C -2.591 -0.050 -4.220
H 2.845 -8.908 -3.515
H -1.507 0.418 2.672
F 3.674 4.013 2.208
C 2.544 -7.903 -3.790
H -1.572 3.591 3.794
C 2.986 2.671 2.222
C 2.965 -1.941 -1.857
C 3.268 -7.207 -4.752
C 3.351 -1.448 0.481
O 1.054 4.148 1.600
C -0.405 4.048 1.763
C 3.829 -3.032 -1.769
H -1.469 1.649 0.809
H -3.499 -0.011 -4.818
H 4.685 -2.785 1.518
C 1.665 2.866 1.215
H -4.887 6.428 7.372
H 1.499 -4.314 -4.836
H 3.158 -0.818 1.344
F 2.552 2.373 3.617
H -3.243 1.480 -2.848
C -0.267 -0.157 -2.673
H -5.372 3.453 3.426
H 0.200 -5.535 -3.107
C -4.998 5.774 6.511
F -3.149 3.204 4.743
C -6.305 4.988 4.630
H 2.469 -1.697 -2.791
H 0.943 1.946 1.224
H -3.074 4.822 6.771
C 1.795 -5.318 -4.540
C -1.285 0.736 -2.339
H 0.639 -0.216 -2.079
C -0.898 3.071 2.992
H -0.019 2.503 3.536
S -1.926 1.688 2.166
H -1.659 -1.585 -5.424
C -6.160 5.825 5.740
C 2.736 -1.157 -0.732
H -7.212 5.027 4.032
H -6.957 6.517 6.002
H -0.790 5.147 2.025
C -1.568 -0.934 -4.561
H 2.094 2.943 0.104
F 3.888 1.571 1.787
C 1.064 -6.006 -3.570
F 4.333 -7.788 -5.322
C -3.980 4.881 6.177
H 4.020 -3.646 -2.646
C 1.439 -7.297 -3.192
C 4.446 -3.335 -0.555
H 0.870 -7.829 -2.433
C -4.130 4.057 5.067
H -1.173 1.390 -1.478
F 0.564 -1.834 -4.107
H 5.117 -4.189 -0.484
H -0.964 3.769 0.746
C 4.206 -2.545 0.572
C -0.417 -0.981 -3.783
*
```

Energy: -61383.5712 eV
Frontier orbital gap: 6.66 eV
LUMO energy: -0.146 Eh

Here are the Löwdin charges for atoms 1 to 5, given in e: atom 1 (C): -0.098, atom 2 (C): -0.020, atom 3 (C): -0.021, atom 4 (H): 0.117, atom 5 (F): 0.015

Entry 2:
Computed, not measured: a structure of composition C28H28IrN7O7, with wB97M-V/def2-TZVPD.

Structure (ORCA input):
```
! RIJCOSX wB97M-V def2-TZVPD def2/J DEFGRID3
* xyz 1 2
H 2.422 -1.765 3.933
H 1.073 5.015 1.265
C -2.273 4.636 0.879
H 1.063 -0.506 -4.166
O 2.258 2.892 1.416
H -3.875 -4.874 -0.856
N -1.200 -1.606 0.614
C 2.652 -1.503 0.479
C -0.836 0.583 -2.721
H 3.388 -0.783 -3.089
H -2.365 -2.429 2.121
C 1.878 -1.620 -1.810
N 1.069 -0.690 1.976
H -3.073 -0.212 -3.021
C -3.571 -3.870 -1.129
O -3.641 1.805 -0.517
H 2.518 -2.500 -1.896
H 0.910 -1.880 -2.228
C 2.945 -1.818 2.992
C 2.237 -1.285 1.873
C -1.938 -2.087 -0.391
N -0.987 6.690 1.359
H -1.689 -0.998 3.873
C 4.193 -2.382 3.070
H -4.734 -1.705 -3.463
H -3.183 5.219 0.890
H -1.123 0.065 -3.641
H 0.383 2.071 -3.602
O 0.104 7.174 1.569
C -1.158 -0.840 2.934
C -4.021 -2.033 -2.715
H 0.479 0.415 3.657
O -4.583 3.144 0.888
N 1.657 -1.354 -0.386
C 5.090 -2.144 0.757
C 0.530 1.208 -2.950
C -4.242 -3.304 -2.193
C 0.322 -0.577 3.226
H 0.916 1.606 -2.010
C 0.125 4.524 1.098
H 2.845 0.318 -1.840
H 4.470 -2.736 4.056
H 6.136 -2.898 2.421
C -3.011 -1.131 -2.458
O -1.295 1.195 0.545
C -1.917 -1.208 -1.566
H 4.148 -1.554 -1.005
H -1.589 1.360 -2.539
H 6.003 -2.233 0.180
N -0.863 -0.393 -1.633
C -2.602 -3.314 -0.305
H -0.655 -2.851 2.237
H -2.295 -3.933 0.528
H -1.608 0.030 2.456
C -2.314 3.295 0.618
H 0.662 -1.313 3.952
C -1.354 -2.040 1.995
N -3.622 2.706 0.296
O 1.467 1.472 0.032
O -2.034 7.296 1.299
C 3.982 -1.736 0.047
N 1.328 2.474 0.789
H -5.038 -3.886 -2.638
C -1.041 5.242 1.117
C 5.184 -2.501 2.093
C 1.570 0.261 -3.572
C 0.064 3.161 0.830
C -1.161 2.456 0.630
C 2.499 -0.424 -2.565
H 2.187 0.825 -4.272
Ir 0.132 -0.223 0.185
*
```

Expectation value of S²: 0.83
Energy: -57077.4832 eV
Frontier orbital gap (alpha / beta): 5.98 / 4.60 eV
Energy relative to the best compared isomer or geometry (same formula, charge and spin): 0.259 eV
LUMO energy (alpha / beta): -0.156 / -0.200 Eh

Here are the Löwdin charges for atoms 1 to 5, given in e: atom 1 (H): 0.101, atom 2 (H): 0.143, atom 3 (C): 0.110, atom 4 (H): 0.118, atom 5 (O): 0.170

Entry 3:
Computed, not measured: a structure of composition C28H28MoN6Si2, with wB97M-V/def2-TZVPD.

Structure (ORCA input):
```
! RIJCOSX wB97M-V def2-TZVPD def2/J DEFGRID3
* xyz 4 1
H -3.727 0.043 3.206
C 2.300 -1.475 1.954
Si 1.394 1.872 -0.608
H 0.828 5.340 2.590
C -0.836 2.417 3.123
H 4.102 -2.888 -4.032
H -3.207 -1.241 2.130
Mo 0.151 0.214 0.654
H -2.876 2.607 -0.135
C -2.851 -0.374 2.701
C 1.304 -1.559 -1.522
C 4.286 -3.758 -2.041
H -1.477 1.950 3.868
H 1.141 2.170 -2.999
H 2.092 -2.637 -3.180
H -0.451 2.366 -2.203
H -3.551 2.802 1.485
N -0.720 -0.343 -1.270
N 1.408 -1.220 -0.203
C 2.219 -2.360 -2.143
N 2.894 -1.777 4.233
H 1.711 4.112 0.700
H -2.145 -0.740 3.445
C 0.980 3.619 1.337
C 5.528 -4.476 -3.957
C 3.143 -1.964 2.946
C -2.317 -0.246 -3.042
N 6.176 -5.417 -3.268
C 4.569 -3.640 -3.409
H 4.156 -3.001 0.570
H 0.075 -0.027 3.884
C 3.360 -2.589 -0.034
C 3.210 1.616 -0.575
C 0.531 2.300 1.087
C -1.924 0.032 -1.739
H 6.411 -6.318 -1.439
H 4.776 -4.912 -0.257
C 4.974 -4.732 -1.306
H 3.610 1.312 0.392
C 5.885 -5.537 -1.972
H 1.576 -0.995 5.621
H -2.586 0.577 -1.085
H 0.298 -1.811 -4.131
H 5.791 -4.391 -5.004
C 0.075 -1.041 -2.123
C 1.796 -1.119 4.567
H -0.783 4.288 4.174
C -0.335 -1.277 -3.431
H 3.446 0.863 -1.335
H 0.746 3.652 -2.147
C -3.293 2.064 0.715
C 0.479 4.328 2.420
H 3.726 2.536 -0.875
H 4.034 -2.530 2.702
C 0.617 2.562 -2.122
C 3.309 -2.902 -1.415
N -1.513 -0.875 -3.885
C 2.416 -1.774 0.527
C 0.952 -0.585 3.600
N 1.213 -0.741 2.293
Si -2.162 0.836 1.497
C -0.429 3.736 3.310
C -0.363 1.718 2.011
H -3.296 0.055 -3.398
H -4.236 1.595 0.419
*
```

Energy: -55999.8420 eV
Frontier orbital gap: 4.05 eV
Energy relative to the best compared isomer or geometry (same formula, charge and spin): 0.505 eV
LUMO energy: -0.535 Eh

Here are the Löwdin charges for atoms 1 to 5, given in e: atom 1 (H): 0.080, atom 2 (C): -0.152, atom 3 (Si): 0.682, atom 4 (H): 0.157, atom 5 (C): -0.064

Entry 4:
Computed, not measured: a structure of composition C28H28N5PdS2Si, with wB97M-V/def2-TZVPD.

Structure (ORCA input):
```
! RIJCOSX wB97M-V def2-TZVPD def2/J DEFGRID3
* xyz 3 5
H 0.061 -1.322 2.067
H -6.829 0.041 4.173
H -1.053 -3.025 3.453
H -1.369 -0.679 -5.891
C -1.139 -1.666 -2.248
H 2.849 -2.267 -1.188
C 5.183 0.928 2.384
C -1.874 -2.471 -3.095
H -5.979 -0.311 1.883
C -5.392 0.248 2.598
C -3.908 1.733 4.416
H 1.841 0.684 1.883
H 6.681 -0.258 1.392
C 2.906 0.483 1.772
N 0.103 0.971 -4.381
H 2.435 -4.404 0.209
C 1.050 -5.043 1.710
H 2.364 4.526 -5.103
H 1.323 -6.084 1.605
C -1.301 -0.964 -4.854
C -5.119 1.189 4.793
H -2.506 -2.707 -5.138
C 0.336 -2.365 1.961
H -5.486 1.340 5.798
C -1.950 -2.108 -4.429
S 1.253 2.020 -2.034
S -1.541 0.713 0.662
H -3.854 0.673 1.185
C -1.355 1.985 1.802
C 5.624 -0.055 1.506
H -0.189 3.605 2.307
Si 2.099 -1.491 -0.170
C -4.180 0.794 2.210
C 0.118 1.380 -5.688
C 4.706 -0.797 0.774
C 0.089 -4.654 2.635
H 0.313 2.736 0.921
H 3.124 3.593 -3.799
C 2.177 3.949 -4.202
C 0.869 2.518 -5.779
H -2.369 -3.356 -2.722
N -2.195 2.163 2.805
Pd 0.488 0.225 -0.645
C -0.288 -3.322 2.748
C -0.580 -0.208 -3.935
N -0.284 2.787 1.722
C -5.870 0.448 3.884
H 3.494 1.991 3.182
H 1.100 3.119 -6.644
H -3.327 2.303 5.132
C -3.428 1.536 3.121
H -0.388 0.868 -6.486
C 1.314 -2.750 1.039
C 1.676 -4.091 0.916
H 1.694 4.582 -3.461
N -0.501 -0.559 -2.656
H -0.345 -5.391 3.298
C 0.853 1.880 -3.665
C 3.829 1.215 2.505
H 5.900 1.455 3.000
H -1.927 2.868 3.482
H -1.047 -1.914 -1.196
N 1.316 2.817 -4.541
C 3.347 -0.527 0.911
H 5.060 -1.574 0.106
*
```

Expectation value of S²: 6.04
Energy: -69940.4728 eV
Frontier orbital gap (alpha / beta): 6.64 / 2.63 eV
LUMO energy (alpha / beta): -0.327 / -0.472 Eh

Here are the Löwdin charges for atoms 1 to 5, given in e: atom 1 (H): 0.048, atom 2 (H): 0.126, atom 3 (H): 0.112, atom 4 (H): 0.118, atom 5 (C): -0.110

Among the records above, which one has the lowest energy?
C28H28N5PdS2Si